The following is a DFT calculation (wB97M-V/def2-TZVPD) of one molecule with the formula C15H14N2O6 in a non-equilibrium geometry.

Structure (XYZ):
```
37
Properties=species:S:1:pos:R:3:forces:R:3
O 4.47033 -2.86367 -0.71710 0.5 -0.1 0.3
C -0.63455 0.29725 0.08189 -0.6 -0.5 0.3
H 0.81379 -1.23252 -1.49601 -0.1 0.1 0.0
C -3.07543 4.80286 2.98636 0.6 0.8 -0.1
H 2.63515 1.00306 -2.10634 0.0 -0.2 -0.1
C -0.33886 -3.96770 -1.18760 -0.4 -0.8 0.0
H -2.26642 -0.73520 0.77382 0.1 0.0 0.0
O -0.14156 -2.65686 -0.96834 0.1 0.4 0.1
O -3.25271 3.52161 2.66963 -0.3 -0.6 0.0
C 3.61272 -0.77179 -1.36778 -0.3 0.1 -0.2
H -0.37680 2.21174 0.54182 -0.3 -0.2 0.1
C -1.19568 -2.18891 -0.24991 -0.9 -0.9 0.2
H -3.83206 5.27383 3.58287 -0.2 -0.1 0.1
C -2.06663 -3.23364 -0.01359 0.5 0.8 -0.1
C 3.49878 -2.27463 -1.42300 0.0 0.1 0.0
H 3.64033 -0.46866 -0.31936 0.1 0.0 0.0
C -1.90846 5.27742 2.46018 -0.5 0.0 0.3
C 2.45933 -0.07490 -2.09421 0.3 0.1 0.0
O -3.04304 0.93701 1.71703 -0.1 0.0 0.1
H 0.41852 -4.47456 -1.75134 0.2 0.0 -0.1
H 4.56794 -0.49087 -1.81508 0.1 0.0 0.0
H 4.39228 -3.82984 -0.76162 -0.2 0.2 -0.2
N 1.19776 -0.30133 -1.43229 0.0 -0.2 0.0
C -2.19648 3.13475 1.92495 0.7 0.6 -0.2
H 2.38768 -0.45230 -3.11718 0.0 0.1 0.1
C -1.50813 -4.37605 -0.62142 0.6 0.0 -0.3
H -0.40368 4.21150 1.23211 0.2 -0.1 -0.1
O 1.15885 1.72358 -0.45342 0.1 0.1 0.0
H -1.51274 6.26770 2.55413 0.0 0.2 0.1
O 2.66188 -2.89883 -2.01779 -0.3 -0.1 -0.2
N -1.06137 1.47010 0.69940 0.3 0.6 0.0
C -2.16582 1.73668 1.45128 0.0 -0.1 -0.1
C -1.35640 -0.84342 0.19601 0.3 0.7 0.0
C 0.65828 0.61263 -0.61744 0.1 -0.1 -0.2
H -1.91768 -5.36507 -0.63705 0.0 -0.2 0.0
H -2.98749 -3.17510 0.52890 -0.2 0.1 0.1
C -1.33163 4.19414 1.76749 -0.5 -0.7 0.0
```
Forces are in eV/Å.

Values from the calculation:
relative energy (zero: lowest compared OMol25 entry of this formula, charge and spin) = 0.0000 eV
SMILES = O=C(O)CCNC(=O)/C(=C\c1ccco1)NC(=O)c1ccco1
HOMO level = -7.68 eV
Kohn-Sham gap = 7.7987 eV
total charge = 0
total energy = -31047.351 eV

The net atomic charges from Mulliken, expressed in e, are: -0.4717, 0.1426, 0.4427, -0.4277, 0.4614, -0.5075, 0.5701, -0.3493, -0.3029, -0.5031, 0.1423, -0.2484, 0.4675, -0.4842, 0.5532, 0.2833, -0.6653, -0.9046, -0.7321, 0.5562, 0.3913, 0.3586, -0.1400, 0.0742, 0.3306, -0.7331, 0.4961, -0.7805, 0.4463, -0.5555, 0.0002, 0.5909, -0.2725, 0.9027, 0.4616, 0.5458, -0.1390



The following is a DFT calculation (wB97M-V/def2-TZVPD) of one molecule with the formula C15H14O5.

Structure (XYZ):
```
34
Properties=species:S:1:pos:R:3:forces:R:3
O -1.13125 1.18475 1.80886 -0.5 0.1 -0.1
C 1.01156 0.71290 -1.09979 0.0 -0.2 0.0
O 1.76464 -1.27310 0.05449 0.2 -0.1 0.1
H 4.51849 2.20035 -0.60945 0.1 0.0 0.0
H 3.99116 -0.04576 0.29244 0.1 -0.1 0.1
C 0.15737 -2.98376 -0.01833 0.1 0.3 0.0
C -2.01662 -2.74787 0.98964 0.2 0.1 0.0
H 0.87954 -3.56026 -0.57458 0.1 0.0 -0.1
H -5.06586 -3.28286 1.97431 0.0 0.1 0.0
C 0.50413 3.87264 -2.80263 0.0 0.2 -0.1
C 2.57240 2.51712 -1.41919 -0.2 0.3 -0.2
O 0.27535 2.60107 -2.24633 0.0 -0.3 0.2
C 1.30319 1.98086 -1.59902 0.1 -0.1 0.1
C 3.25270 0.52767 -0.24211 -0.1 -0.2 0.1
H -0.43460 4.16122 -3.27319 0.1 0.0 0.0
C -4.20068 -2.62393 1.92275 -0.1 0.1 0.1
C 1.97746 -0.00283 -0.41206 0.1 0.5 -0.5
C 0.51207 -1.69578 0.38432 -0.6 0.0 0.2
C -1.07700 -3.50758 0.28580 -0.2 0.2 0.1
O -3.21656 -3.34444 1.21922 0.2 -0.2 -0.1
O 1.03333 0.72387 2.05840 -0.1 -0.2 0.0
H -3.87097 -2.38008 2.93761 0.0 0.0 0.0
H 1.29424 3.84430 -3.55986 0.0 0.0 0.0
C 3.53375 1.77946 -0.74633 -0.1 -0.2 0.1
H 0.02244 0.31184 -1.26174 -0.1 0.0 0.0
H 2.82313 3.49693 -1.79226 0.0 0.1 -0.1
H 0.76393 4.60812 -2.03423 0.0 0.0 0.0
H -0.85752 2.02941 2.19869 0.2 -0.2 0.0
C -0.06070 0.37889 1.69107 0.5 0.4 0.4
H -2.35497 -0.85851 1.96731 -0.1 0.0 0.0
H -4.47639 -1.70376 1.39827 0.0 0.0 0.0
H -1.34873 -4.50472 -0.02150 0.0 -0.1 -0.1
C -0.40825 -0.94467 1.12517 0.3 -0.3 -0.2
C -1.67077 -1.47146 1.40426 -0.2 -0.2 0.0
```
Forces are in eV/Å.

Values from the calculation:
relative energy (zero: lowest compared OMol25 entry of this formula, charge and spin) = 1.1011 eV
SMILES = COc1cccc(Oc2ccc(OC)cc2C(=O)O)c1
HOMO level = -8.14 eV
Kohn-Sham gap = 8.6789 eV
total charge = 0
total energy = -26019.042 eV

The net atomic charges from Mulliken, expressed in e, are: -0.4965, 0.3463, -0.4683, 0.3731, 0.4379, -0.7237, 0.7009, 0.4631, 0.2316, -0.8998, -0.5561, -0.4001, 0.2453, -0.8731, 0.2397, -0.8003, 0.2660, -0.1144, -0.6759, -0.4697, -0.5529, 0.3220, 0.3685, -0.6607, 0.5204, 0.4010, 0.3553, 0.3418, 0.3735, 0.5971, 0.3313, 0.4364, 0.2295, 0.1110



The following is a DFT calculation (wB97M-V/def2-TZVPD) of a 2-piece molecular cluster, C15H15BBrF4O3 overall in a non-equilibrium geometry.

Structure (XYZ):
```
39
Properties=species:S:1:pos:R:3:forces:R:3
H 0.72051 0.82684 -0.52825 0.0 0.1 -0.3
H 2.45795 0.96683 0.80760 -0.1 0.1 0.0
C 1.36420 2.77501 0.15648 0.6 -0.6 -0.8
C -2.19737 2.13821 2.55656 0.0 0.2 0.3
H -3.95133 -2.82178 -0.04093 -0.3 0.2 0.3
C -1.69119 -0.32571 -0.87276 0.1 -0.3 -0.9
Br -1.87329 -2.97653 -2.06783 -0.2 0.3 0.4
C -3.44502 -1.86519 -0.00272 0.3 0.3 0.1
C -3.06087 1.11030 2.29345 -0.8 0.5 1.1
H 6.05092 1.26526 0.91273 -0.2 0.1 -0.2
C -1.13354 2.34614 1.71903 0.7 1.1 0.5
H 3.64219 2.65665 -1.19379 -0.2 -0.1 0.1
C -2.86220 0.32986 1.19295 -0.7 -1.0 -0.5
C 0.27362 1.80403 -0.34631 -0.2 0.7 0.9
H 2.86012 2.45691 1.66632 0.1 -0.3 0.0
H -0.48532 3.17490 1.97499 0.1 -0.1 -0.1
H -2.32078 2.78449 3.41537 -0.1 -0.1 0.0
H 1.69466 3.34062 -0.72181 -0.1 0.1 0.1
H 1.01444 3.51664 0.87094 -0.1 -0.1 0.0
O -1.07979 -0.03676 -1.88468 -0.3 0.1 0.8
F -2.00693 -7.12020 -2.02999 0.0 0.0 0.0
H 4.65919 0.33006 1.49145 -0.1 0.1 -0.1
O -4.91301 -0.85803 1.51760 0.6 0.3 0.0
C 2.62769 2.03898 0.68170 -0.1 0.7 0.2
C -0.89653 1.58294 0.60802 0.6 -0.4 -1.2
O 4.52766 0.97963 -0.49476 -0.1 0.2 0.0
F -3.19078 -6.95492 -4.00044 0.0 0.0 0.0
H -0.14804 2.17496 -1.28107 0.1 -0.2 0.0
C -1.80145 0.55777 0.33238 0.0 -0.5 -0.3
C 3.86373 2.20982 -0.22283 0.5 -0.2 0.3
H 5.78992 -0.38273 0.35102 -0.1 0.1 -0.2
H 4.60410 2.85623 0.27407 -0.2 0.2 -0.1
F -1.06275 -7.83835 -4.00633 0.0 0.1 0.0
C -3.83812 -0.79214 0.94419 -0.6 -0.7 0.0
H -3.89625 0.95733 2.96576 -0.1 -0.3 -0.2
C -2.43310 -1.64654 -0.83260 0.7 -0.1 -0.5
B -1.91017 -6.87996 -3.41668 -0.1 -0.1 0.0
C 5.27532 0.54546 0.60637 0.3 -0.4 0.5
F -1.37376 -5.58495 -3.62868 0.0 0.1 0.0
```
Forces are in eV/Å.

Values from the calculation:
HOMO level = -7.38 eV
Kohn-Sham gap = 8.2012 eV
total charge = -1
total energy = -103537.087 eV

The net atomic charges from Mulliken, expressed in e, are: 0.4311, 0.4880, -0.8531, -0.9373, 0.4695, 0.5203, -0.0660, -0.6251, -0.6618, 0.2917, -0.4884, 0.3516, 0.2341, -0.8501, 0.3859, 0.2201, 0.4222, 0.3936, 0.4914, -0.5528, -0.4188, 0.2974, -0.5984, -0.8988, 0.9073, -0.3970, -0.4069, 0.3989, 0.5234, -0.4621, 0.2693, 0.3288, -0.3962, 0.3055, 0.4722, -0.0794, 0.6126, -0.7158, -0.4068



The following is a DFT calculation (wB97M-V/def2-TZVPD) of one molecule with the formula C15H15BN2O2S in a non-equilibrium geometry.

Structure (XYZ):
```
36
Properties=species:S:1:pos:R:3:forces:R:3
C 0.75354 -3.59431 -0.90247 1.4 0.5 -0.4
H 3.21484 -1.27603 -3.43014 -0.1 -0.9 0.2
C -3.08903 2.26626 1.33214 -0.4 2.5 1.8
H -1.10080 -3.86818 1.28044 -0.4 -0.5 0.4
O 3.92288 -0.23993 -1.94046 -1.4 0.0 3.1
H -0.50224 -0.80162 -0.41251 -1.3 -0.2 1.3
H -0.00076 3.52613 0.39387 -0.8 0.0 0.6
H 0.92533 -1.01762 1.23071 0.0 0.5 0.6
N -0.87242 -3.04997 0.77241 2.0 2.2 -1.3
H 2.99832 1.90414 -0.76883 -0.2 -0.6 0.3
C 2.60561 -2.20387 -1.50360 -0.9 0.3 0.5
H 1.94472 -3.86893 -2.67423 0.0 -0.2 0.3
C -1.59289 0.57216 0.55043 -0.9 0.6 1.6
H -3.57632 0.24419 1.09830 -1.1 -1.1 0.5
C -0.83918 2.85390 0.66075 -1.1 0.5 0.1
C -2.26346 4.70499 1.33350 -1.0 1.2 0.8
H -2.54349 5.18432 0.40938 0.0 0.3 -0.5
O 2.60967 1.12813 -0.31425 1.1 0.4 -0.6
C -0.59913 1.53591 0.42116 0.4 -0.7 -0.5
H 0.40079 1.27034 0.12151 0.1 -0.3 -0.2
C 0.43279 -2.83751 0.19019 -0.2 0.8 0.1
H -4.01632 2.62199 1.89222 0.9 -0.9 -1.2
H 0.09519 -4.34135 -1.18128 -1.2 -1.5 -0.5
N -1.28584 -0.75254 0.29166 1.6 -2.6 -2.0
C -1.68285 -1.96336 0.86698 -1.3 1.5 1.0
B 3.04405 -0.08097 -0.78712 -0.1 0.1 -0.6
C 1.83126 -3.31948 -1.74106 0.2 0.0 -0.6
H -1.33937 5.13825 1.68177 0.4 0.2 0.0
C 1.20308 -1.67451 0.44754 -0.1 -1.9 0.2
C -2.12584 3.26479 1.14744 2.0 -1.6 -0.9
H -3.02135 5.02007 2.05240 -0.2 -0.3 0.1
S -3.09382 -2.10972 1.74617 0.1 -0.3 0.0
H 4.48981 -2.22902 -2.55101 -0.3 1.0 0.1
C 3.61963 -1.53252 -2.43607 -0.1 -1.0 -0.6
C 2.26492 -1.41906 -0.37186 2.3 1.5 -2.3
C -2.81130 0.94492 1.09394 0.4 0.6 -1.3
```
Forces are in eV/Å.

Values from the calculation:
relative energy (zero: lowest compared OMol25 entry of this formula, charge and spin) = 0.2622 eV
SMILES = Cc1ccc(NC(=S)Nc2ccc3c(c2)B(O)OC3)cc1
HOMO level = -7.88 eV
Kohn-Sham gap = 8.1883 eV
total charge = 0
total energy = -34386.935 eV

The net atomic charges from Mulliken, expressed in e, are: -0.4615, 0.2627, -0.9352, 0.2543, -0.4624, 0.3551, 0.2860, 0.7884, -0.0956, 0.2836, 0.1468, 0.4088, 0.3500, 0.4712, -0.8933, -1.4702, 0.2949, -0.5630, 0.1870, 0.2670, -0.0539, 0.2452, 0.5430, -0.2827, 0.2649, 0.4977, -0.8375, 0.3542, -1.2339, 1.0051, 0.3850, -0.4548, 0.3110, -0.3951, 0.6529, -0.4757



The following is a DFT calculation (wB97M-V/def2-TZVPD) of C15H15Br4ClN2O8PRu as an isolated structure in a non-equilibrium geometry.

Structure (XYZ):
```
47
Properties=species:S:1:pos:R:3:forces:R:3
H 2.72751 -3.17343 -0.60555 0.0 0.0 0.0
C 3.40111 -2.69549 0.10636 -0.1 0.0 0.0
H 3.60725 0.69125 1.87077 0.0 0.0 0.0
C -2.18503 -3.70389 0.48839 0.0 0.0 0.0
O -0.34013 1.38040 -0.73658 0.1 -1.4 0.2
P 2.78308 -1.05906 0.50567 0.4 0.2 0.0
H -4.00729 -0.26680 -2.10645 0.0 0.0 0.0
H 3.26555 -0.64711 -1.81917 0.0 0.0 0.0
C -3.66562 -2.23093 -2.64797 0.0 0.0 0.0
Br -1.35937 3.56767 -2.55999 0.0 0.0 -0.1
H -1.68386 -0.60216 -1.64848 0.0 0.0 0.0
N -1.09008 -1.64284 0.01932 -0.7 0.1 0.0
C -1.85206 -1.50414 -1.07192 0.1 0.1 0.0
C 0.90343 2.61626 0.78883 -0.1 -0.1 -0.5
H 4.95003 -0.18648 1.08116 0.0 0.0 0.0
H 3.23539 0.85841 -0.87253 0.0 0.0 0.0
Br -0.09214 6.51002 -1.60120 0.0 0.0 0.0
Ru -0.17101 0.04188 0.80800 0.1 0.0 -0.4
C -2.97021 -3.56013 -0.64061 0.0 0.0 0.0
H -2.29237 -4.55407 1.14619 0.0 0.0 0.0
C -1.26502 -2.71684 0.79305 0.2 0.0 -0.1
O 1.43006 -1.18028 1.18625 -0.2 0.0 -0.3
H 3.43606 -3.29833 1.01353 0.0 0.0 0.0
O -1.66064 -0.24527 2.90857 0.2 -0.1 -0.2
N -4.10071 -0.95967 -2.82980 0.1 0.0 0.0
Br 1.97268 6.61616 0.96137 0.0 0.0 0.0
C 1.20476 4.98136 0.44647 -0.1 0.0 -0.2
O -3.74522 0.89114 2.94026 0.0 -0.1 0.0
C 1.49834 3.83752 1.15488 0.0 -0.1 -0.1
H -0.64104 -2.76850 1.67586 -0.1 0.0 0.0
O -2.73178 0.26015 0.88448 0.3 0.3 0.0
C 0.32760 4.93126 -0.67272 0.1 0.1 0.2
O -3.92712 -3.15159 -3.39449 0.0 0.0 0.0
C 2.75301 -0.10670 -1.02374 -0.1 0.0 0.0
C 3.98863 -0.29075 1.58522 -0.1 0.0 0.0
H 4.11017 -0.89666 2.48321 0.0 0.0 0.0
C -2.81053 -2.42844 -1.43057 0.1 -0.1 0.0
O -1.79897 1.99531 2.15932 -0.2 0.0 0.1
O 1.10157 1.49273 1.40073 -0.4 0.3 0.5
H -4.71016 -0.77607 -3.60877 0.0 0.0 0.0
H 1.71855 0.07426 -1.31903 0.0 0.0 0.0
C 0.07751 2.54968 -0.37562 0.3 0.7 0.3
H -3.71124 -4.29936 -0.91494 0.0 0.0 0.0
H 4.39896 -2.63212 -0.32767 0.0 0.0 0.0
Br 2.65379 3.79522 2.63317 0.0 0.0 0.0
Cl -2.51660 0.75093 2.25018 0.0 0.3 0.3
C -0.21686 3.73551 -1.08346 0.1 -0.3 0.1
```
Forces are in eV/Å.

Values from the calculation:
relative energy (zero: lowest compared OMol25 entry of this formula, charge and spin) = 1.7080 eV
HOMO level (alpha / beta) = -7.89 / -8.07 eV
multiplicity = 2
Kohn-Sham gap (alpha / beta) = 7.2762 / 6.0276 eV
total charge = 0
total energy = -339715.055 eV

The net atomic charges from Mulliken, expressed in e, are: 0.3654, -1.2822, 0.2323, -0.9751, -0.2492, 1.5255, 0.2041, 0.4813, 0.1068, -0.1189, 0.7869, 0.3079, -0.7035, 0.6420, 0.3854, 0.3804, -0.1555, 0.7832, -0.2456, 0.4175, -0.1158, -0.8134, 0.3646, -0.6473, -0.3091, -0.1548, 0.2763, -0.6828, -0.2645, 0.4791, -0.6424, 0.2783, -0.6194, -1.1780, -1.1855, 0.3628, 0.3482, -0.5893, -0.7437, 0.2222, 0.1793, 0.3482, 0.4762, 0.3978, -0.1164, 1.8431, -0.4024



The following is a DFT calculation (wB97M-V/def2-TZVPD) of a 5-piece molecular cluster, C15H15F5O15 overall in a non-equilibrium geometry.

Structure (XYZ):
```
50
Properties=species:S:1:pos:R:3:forces:R:3
H 4.28508 2.92416 -3.32693 0.2 0.0 -0.1
H -0.47982 -0.66586 0.29075 -0.1 -0.2 -0.2
O 1.87203 1.13839 -2.42063 -2.4 -0.2 1.4
H 1.49082 -1.53568 5.46213 0.0 0.2 -0.1
C 6.19712 2.63417 -2.18871 -1.6 -0.6 -0.7
H -3.75560 -2.64454 -0.68948 0.5 0.0 -0.4
C -3.07078 -3.44936 -0.42225 -0.2 -1.2 1.7
H 4.14869 2.46326 -1.61960 -0.2 -0.4 -0.2
O -3.90697 1.61051 -0.13208 0.7 -0.7 0.1
F -0.13960 -0.37904 4.13185 -0.9 1.5 0.4
H -1.09534 2.18142 0.11383 -0.2 0.2 0.0
F -3.20069 -4.21767 -2.67016 0.0 -0.2 -0.1
H -3.72100 4.32821 0.37756 0.4 -0.3 0.1
O 6.84852 1.64520 -2.87382 1.2 -0.1 -0.7
F -5.60323 4.50882 0.61189 -2.1 0.9 0.0
O 0.76647 1.92455 -0.57664 -0.7 -1.8 -0.2
O 2.85349 -0.94919 1.52283 -2.1 -0.2 1.6
F 6.37333 2.39426 -0.86903 0.3 0.4 1.0
C 6.01465 0.64714 -3.25277 1.1 -2.7 -1.4
C -2.82845 -4.58313 -1.41754 0.7 0.5 0.0
O 0.09069 0.06245 -1.55901 -1.9 -2.2 -0.7
O -1.40963 -4.70461 -1.37199 -1.6 -2.6 -2.1
C 0.94909 1.01704 -1.63032 3.6 2.1 -0.2
O 0.29794 -3.62033 -0.43159 -0.9 -0.9 -0.4
H -5.74858 2.32666 -0.72159 -0.1 -0.1 0.1
C -0.88113 -3.81507 -0.62176 4.8 2.2 1.3
C -3.91600 1.73638 1.22156 1.7 -4.0 1.3
O -4.53018 2.81918 1.53647 -0.6 2.2 2.8
H -3.40064 -3.89666 0.51542 -0.8 0.0 -0.1
H -4.38655 3.03080 -1.57441 0.3 -0.4 0.0
O -1.75754 -3.04621 -0.05521 -2.1 2.2 0.4
O 6.45194 -0.35151 -3.80712 -1.5 2.2 1.3
C 2.09662 -1.20443 2.44178 2.5 0.1 -2.3
F -0.07928 1.25713 1.44692 1.3 -0.2 2.7
C 4.72467 2.31942 -2.53374 -0.3 0.4 0.6
H -0.53639 -2.28965 3.85063 -0.2 0.1 -1.0
O 2.49041 -1.41591 3.66917 2.0 -0.1 2.0
C -0.78453 0.12121 -0.39902 1.6 -0.7 -0.6
C 0.27092 -1.57135 3.70780 -0.1 -0.7 -0.4
C 1.45908 -1.96519 4.46082 1.5 -0.4 1.2
H 6.58871 3.61657 -2.45265 -0.1 -0.1 0.1
C -4.71066 2.64022 -0.60978 -1.0 1.4 -2.3
C -4.60513 3.69452 0.44722 1.6 -0.8 -0.4
O 4.73845 0.93172 -2.94887 0.8 0.9 0.1
C -0.33312 1.40550 0.18494 -1.5 2.7 -1.7
O -3.45980 0.91163 1.99815 -0.8 1.7 -1.9
O 0.78783 -1.40546 2.40458 -2.6 -0.5 -1.1
H -3.21569 -5.57048 -1.16595 -0.4 0.2 -0.2
H -1.84554 0.02980 -0.63137 0.3 0.2 -0.4
H 1.60534 -3.03899 4.57771 -0.1 -0.1 -0.3
```
Forces are in eV/Å.

Values from the calculation:
relative energy (zero: lowest compared OMol25 entry of this formula, charge and spin) = 2.1723 eV
SMILES = O=C1OC[C@@H](F)O1.O=C1OC[C@@H](F)O1.O=C1OC[C@@H](F)O1.O=C1OC[C@@H](F)O1.O=C1OC[C@@H](F)O1
HOMO level = -10.42 eV
Kohn-Sham gap = 10.4816 eV
total charge = 0
total energy = -60097.086 eV

The net atomic charges from Mulliken, expressed in e, are: 0.2946, -0.2024, -0.5849, 0.3049, 0.2968, 0.2467, -0.4397, 0.1790, -0.2911, -0.2958, -0.0519, -0.2835, 0.2875, -0.3233, -0.2841, -0.3420, -0.5489, -0.2862, 0.5851, 0.3418, -0.3401, -0.3481, 0.6253, -0.5426, 0.3057, 0.7037, 0.7269, -0.3133, 0.2956, 0.3126, -0.2503, -0.5750, 0.6210, -0.2154, -0.2850, 0.2859, -0.3790, 0.3594, 0.3948, -0.5253, 0.2970, -0.4628, 0.2553, -0.1857, 0.6387, -0.5363, -0.1710, 0.2926, 0.1094, 0.3034